Here is a molecular structure, C9H14N2PW in a non-equilibrium geometry from the Open Molecules 2025 dataset. Energies are from ωB97M-V/def2-TZVPD.

```
27
Properties=species:S:1:pos:R:3:lowdin_charge:R:1
C -0.70 -1.05 -2.73 -0.337
C 0.25 -1.62 -3.58 -0.208
C 1.64 -1.57 -3.49 -0.121
C 2.35 -0.87 -2.49 -0.224
C 1.83 -0.10 -1.45 -0.231
W 0.07 -0.91 -0.89 1.157
P -2.49 -0.68 -0.56 0.676
H -1.75 -1.01 -3.03 0.003
H -0.17 -2.11 -4.46 0.109
H 2.19 -2.05 -4.31 0.118
H 2.51 0.57 -0.92 0.036
H 3.43 -0.90 -2.61 0.101
H -2.98 -1.44 0.56 -0.092
H -3.35 -1.33 -1.52 -0.060
H -3.28 0.51 -0.42 -0.069
C -0.91 1.81 3.92 0.005
N -0.17 1.30 2.77 -0.106
C 1.20 1.16 2.67 -0.026
C 1.47 0.58 1.48 -0.097
N 0.26 0.40 0.80 -0.146
C -0.71 0.86 1.62 -0.145
H -0.65 1.21 4.81 0.110
H -0.62 2.85 4.12 0.110
H -2.01 1.76 3.75 0.109
H 1.93 1.41 3.40 0.132
H 2.45 0.31 1.11 0.104
H -1.78 0.90 1.43 0.093
```

Properties
**Frontier orbital gap (spin up / spin down)**: 5.98 / 7.33 eV
**Max |F|**: 2.049 eV Å⁻¹
**Energy relative to the best compared isomer or geometry (same formula, charge and spin)**: 52.4 kcal/mol
**2S+1**: 3
**Net charge**: +1
**Molar mass**: 365.04 g mol⁻¹
**⟨S²⟩**: 2.186
**HOMO energy (spin up / spin down)**: -10.1 / -11.2 eV


Here is a molecular structure, C21H31BF4Ge2N2PtS from the Open Molecules 2025 dataset. Energies are from ωB97M-V/def2-TZVPD.

```
63
Properties=species:S:1:pos:R:3:lowdin_charge:R:1
Pt -0.30 0.32 1.29 0.690
C -1.98 -2.34 0.81 -0.187
C -2.98 -1.31 0.28 -0.352
Ge -2.05 0.30 -0.37 0.808
C -3.17 1.90 -0.62 -0.368
C -2.45 3.07 -1.30 -0.189
C -1.16 -0.10 -2.06 -0.238
C 0.15 -0.35 -2.18 -0.328
Ge 1.27 -0.08 -0.56 0.873
C 2.08 -1.75 0.12 -0.339
C 2.79 -2.64 -0.90 -0.164
C 2.37 1.57 -0.60 -0.372
C 3.35 1.81 -1.75 -0.173
C 0.77 -0.76 -3.46 -0.236
C 0.02 -1.17 -4.56 -0.036
C 0.63 -1.55 -5.75 -0.080
C 2.01 -1.52 -5.86 -0.086
C 2.78 -1.13 -4.78 -0.067
C 2.16 -0.76 -3.59 -0.079
H -2.48 -3.21 1.24 0.078
H -1.34 -1.94 1.62 0.022
H -1.32 -2.70 0.02 0.069
H -3.71 -1.03 1.05 0.057
H -3.54 -1.74 -0.55 0.064
H -3.58 2.19 0.34 0.059
H -4.00 1.57 -1.25 0.065
H -1.66 3.46 -0.67 0.012
H -3.15 3.88 -1.51 0.070
H -2.01 2.76 -2.25 0.063
H -1.80 -0.15 -2.94 0.058
H 1.27 -2.32 0.59 0.055
H 2.75 -1.47 0.93 0.057
H 2.16 -2.87 -1.76 0.060
H 3.08 -3.59 -0.44 0.072
H 3.70 -2.17 -1.27 0.066
H 2.88 1.58 0.36 0.062
H 1.64 2.38 -0.57 0.016
H 4.16 1.08 -1.75 0.069
H 3.80 2.79 -1.65 0.071
H 2.86 1.77 -2.72 0.060
H -1.06 -1.22 -4.50 0.101
H 0.02 -1.86 -6.58 0.103
H 2.49 -1.82 -6.79 0.102
H 3.86 -1.12 -4.85 0.108
H 2.78 -0.47 -2.76 0.064
F 0.23 -1.15 3.18 -0.007
B 1.57 -0.72 3.58 -1.257
F 1.99 0.14 2.52 0.028
F 2.39 -1.81 3.66 0.161
F 1.45 -0.01 4.75 0.154
C -2.41 -0.61 4.53 -0.007
C -1.87 0.77 4.35 -0.298
C -1.83 1.69 5.38 0.002
C -1.29 2.94 5.11 -0.097
N -0.80 3.28 3.92 0.087
C -0.90 2.34 3.00 -0.750
S -0.18 2.54 1.42 0.745
N -1.41 1.11 3.14 -0.007
H -3.38 -0.59 5.03 0.090
H -1.73 -1.20 5.15 0.101
H -2.51 -1.10 3.56 0.064
H -2.19 1.45 6.37 0.117
H -1.22 3.70 5.88 0.116
```

Properties
**Frontier orbital gap**: 7.45 eV
**Max |F|**: 0.584 eV Å⁻¹
**Energy relative to the best compared isomer or geometry (same formula, charge and spin)**: 0.0 kcal/mol
**2S+1**: 1
**Net charge**: 0
**Molar mass**: 770.66 g mol⁻¹
**HOMO energy**: -8.8 eV


Here is a molecular structure, C36H50IrN7O4Sb in a non-equilibrium geometry from the Open Molecules 2025 dataset. Energies are from ωB97M-V/def2-TZVPD.

```
99
Properties=species:S:1:pos:R:3:lowdin_charge:R:1
Ir 0.18 0.02 0.03 1.339
O -2.91 -0.85 -2.43 0.172
C -1.87 -0.66 -1.88 -0.434
N -1.64 -0.53 -0.51 -0.100
C -2.63 -0.45 0.46 -0.441
O -3.81 -0.64 0.32 0.164
C -2.03 -0.10 1.82 -0.185
C -2.84 0.03 2.92 0.040
C -2.25 0.33 4.14 0.011
C -0.88 0.50 4.21 -0.001
C -0.13 0.38 3.05 -0.096
N -0.70 0.06 1.88 -0.068
C -0.56 -0.55 -2.67 -0.181
C -0.57 -0.73 -4.03 0.043
C 0.63 -0.67 -4.73 0.005
C 1.79 -0.41 -4.02 -0.010
C 1.73 -0.21 -2.65 -0.107
N 0.57 -0.28 -1.99 -0.067
H -3.91 -0.10 2.80 0.143
H -2.86 0.44 5.03 0.132
H -0.38 0.74 5.14 0.127
H 0.94 0.53 3.04 0.105
H -1.52 -0.93 -4.51 0.142
H 0.66 -0.82 -5.80 0.132
H 2.75 -0.37 -4.52 0.127
H 2.61 0.01 -2.08 0.102
C 3.01 -3.44 -1.14 -0.137
C 1.56 -3.87 -1.00 -0.504
C 0.87 -3.97 -2.36 -0.113
Sb 0.36 -2.66 0.34 1.636
C 1.11 -3.08 2.33 -0.532
C 1.40 -4.58 2.40 -0.121
C 2.31 -2.26 2.76 -0.142
C -1.47 -3.83 0.43 -0.486
C -2.17 -3.66 1.77 -0.102
C -2.43 -3.62 -0.74 -0.107
H 3.53 -4.17 -1.77 0.097
H 3.53 -3.39 -0.19 0.062
H 3.09 -2.47 -1.62 0.044
H 1.50 -4.83 -0.47 0.089
H 0.83 -2.99 -2.85 0.055
H -0.14 -4.37 -2.30 0.063
H 1.45 -4.63 -3.01 0.099
H 0.25 -2.83 2.96 0.072
H 2.27 -4.84 1.79 0.080
H 0.56 -5.20 2.09 0.071
H 1.64 -4.85 3.43 0.097
H 3.18 -2.46 2.14 0.060
H 2.57 -2.52 3.79 0.097
H 2.11 -1.19 2.73 0.025
H -1.02 -4.82 0.36 0.091
H -2.54 -2.65 1.91 0.058
H -1.55 -3.93 2.62 0.068
H -3.04 -4.32 1.78 0.104
H -3.01 -2.71 -0.64 0.054
H -3.15 -4.45 -0.75 0.105
H -1.94 -3.61 -1.72 0.061
C 6.71 -0.06 2.36 -0.067
C 6.18 1.37 2.23 -0.401
C 5.21 1.70 3.36 -0.065
C 5.55 1.63 0.87 -0.078
N 4.30 0.87 0.65 -0.053
C 3.04 1.28 0.78 -0.086
N 2.27 0.24 0.53 -0.131
N 3.08 -0.79 0.23 -0.033
N 4.30 -0.42 0.31 0.136
H 7.25 -0.17 3.30 0.090
H 7.38 -0.32 1.54 0.087
H 5.89 -0.79 2.36 0.063
H 7.03 2.06 2.28 0.147
H 4.36 1.00 3.37 0.068
H 4.82 2.72 3.29 0.085
H 5.70 1.60 4.33 0.092
H 6.22 1.35 0.06 0.137
H 5.28 2.68 0.76 0.137
H 2.72 2.26 1.06 0.148
C -1.24 8.20 -1.51 -0.031
C -0.91 6.79 -1.11 -0.235
C -0.06 6.01 -1.88 0.012
C 0.19 4.68 -1.57 -0.194
C 1.07 3.83 -2.45 -0.020
C -0.41 4.15 -0.42 -0.082
C -1.22 4.93 0.41 -0.192
C -1.80 4.35 1.67 -0.017
C -1.45 6.25 0.05 0.014
C -0.26 2.71 -0.16 -0.550
O 0.62 2.24 0.63 -0.061
O -0.95 1.85 -0.76 0.018
H -1.01 8.38 -2.56 0.082
H -0.67 8.92 -0.92 0.093
H -2.30 8.41 -1.34 0.088
H 0.39 6.44 -2.77 0.125
H 1.58 4.44 -3.19 0.087
H 0.48 3.07 -2.98 0.086
H 1.83 3.30 -1.86 0.075
H -2.25 3.37 1.49 0.079
H -2.56 5.00 2.09 0.088
H -1.02 4.22 2.43 0.090
H -2.08 6.86 0.69 0.130
```

Properties
**Frontier orbital gap (spin up / spin down)**: 7.05 / 5.49 eV
**Max |F|**: 1.370 eV Å⁻¹
**Energy relative to the best compared isomer or geometry (same formula, charge and spin)**: 4.6 kcal/mol
**2S+1**: 2
**Net charge**: +2
**Molar mass**: 958.82 g mol⁻¹
**⟨S²⟩**: 0.761
**HOMO energy (spin up / spin down)**: -13.1 / -13.1 eV


Here is C5H10O in the gas phase from the Open Molecules 2025 dataset. Energies are from ωB97M-V/def2-TZVPD.

```
16
Properties=species:S:1:pos:R:3:lowdin_charge:R:1
C 2.09 0.12 0.41 -0.036
C 0.62 0.34 0.16 -0.437
C -0.03 -0.41 -1.01 -0.139
C -1.52 -0.37 -0.60 -0.141
C -1.47 0.22 0.84 -0.205
O -0.15 -0.06 1.28 -0.110
H 2.46 0.80 1.18 0.080
H 2.66 0.31 -0.51 0.083
H 2.27 -0.91 0.73 0.087
H 0.41 1.41 -0.01 0.145
H 0.19 0.08 -1.96 0.114
H 0.35 -1.44 -1.06 0.115
H -1.94 -1.38 -0.55 0.103
H -2.13 0.20 -1.31 0.105
H -2.19 -0.23 1.52 0.118
H -1.61 1.31 0.89 0.118
```

Properties
**Frontier orbital gap**: 11.05 eV
**Max |F|**: 0.407 eV Å⁻¹
**Energy relative to the best compared isomer or geometry (same formula, charge and spin)**: 9.5 kcal/mol
**2S+1**: 1
**Net charge**: 0
**SMILES**: C[C@H]1CCCO1
**Molar mass**: 86.13 g mol⁻¹
**HOMO energy**: -9.8 eV